Record 1
This record from OMol25 describes a single C21H21ClN4O3S2 molecule. The level of theory is wB97M-V/def2-TZVPD.

Properties
HOMO-LUMO gap ... 7.8475 eV
HOMO ... -7.44 eV
Energy relative to the best compared isomer or geometry (same formula, charge and spin) ... 0.000 eV
E_LUMO ... 0.411 eV
Energy ... -2514.20053 Eh
SMILES string ... CC(=O)Nc1ccc2nc(SCC(=O)Nc3ccc(N4CCOCC4)c(Cl)c3)sc2c1
Spin multiplicity ... 1

Last column: natural (NBO) charge in e.
CARTESIAN COORDINATES (ANGSTROEM)
C -2.67 1.77 -1.54  -0.235
H -1.55 4.45 -4.72  0.187
C 0.22 -1.50 2.81  -0.184
H 2.09 -1.22 3.79  0.211
H -2.31 3.38 -2.86  0.205
C 1.06 -4.18 2.49  -0.213
O 3.28 -5.82 3.23  -0.596
C 1.61 3.90 -4.49  -0.086
H 5.74 -4.04 3.85  0.228
H 1.38 -5.20 2.38  0.261
H -3.71 1.70 -1.80  0.254
C -0.60 -2.41 2.16  0.083
H -1.20 5.25 -2.48  0.221
H -0.10 -0.48 2.93  0.228
Cl 1.65 2.06 -0.34  -0.009
H 0.43 5.81 -2.85  0.196
C -1.86 2.71 -2.14  -0.189
O 0.32 3.83 -5.05  -0.522
N -1.83 -2.15 1.62  -0.527
H -4.30 -1.43 1.78  0.250
C -0.78 0.97 -0.31  -0.251
H 4.98 -4.41 5.40  0.228
C -2.34 -3.20 1.08  -0.082
C -4.59 -1.62 0.74  -0.612
O -4.93 0.03 -0.96  -0.606
C 5.09 -4.74 4.37  -0.714
C 3.74 -4.81 3.69  0.687
N 0.30 3.82 -2.41  -0.436
C 1.58 3.47 -3.01  -0.230
S -3.88 -3.24 0.28  0.332
C -0.16 -3.75 2.01  -0.202
H 5.55 -5.72 4.36  0.245
N -2.87 -0.12 0.02  -0.630
S -1.37 -4.67 1.16  0.408
H 2.24 3.23 -5.07  0.201
C -0.54 4.81 -4.51  -0.080
C -2.13 0.87 -0.63  0.138
C -4.16 -0.48 -0.18  0.666
C -0.50 2.83 -1.85  0.128
H -0.40 5.77 -5.03  0.164
H -2.35 -0.68 0.70  0.438
C 1.87 -3.25 3.14  0.142
C 1.44 -1.92 3.29  -0.239
H -5.66 -1.75 0.66  0.260
H 3.61 -2.82 4.10  0.397
H 1.71 2.39 -2.95  0.213
H 2.40 3.95 -2.47  0.191
C 0.01 1.94 -0.89  -0.048
H 2.00 4.93 -4.59  0.156
C -0.28 4.99 -3.00  -0.249
H -0.34 0.30 0.41  0.221
N 3.11 -3.59 3.67  -0.601

Record 2
This record from OMol25 describes a molecular structure, C21H21CoN6O4. The level of theory is wB97M-V/def2-TZVPD.

Properties
Total charge ... +1
<S²> ... 3.758
HOMO-LUMO gap (alpha / beta) ... 6.9463 / 7.2086 eV
HOMO (alpha / beta) ... -11.01 / -11.28 eV
Energy relative to the best compared isomer or geometry (same formula, charge and spin) ... 0.858 eV
E_LUMO (alpha / beta) ... -4.061 / -4.069 eV
Energy ... -2824.93697 Eh
Spin multiplicity ... 4

Last column: natural (NBO) charge in e.
CARTESIAN COORDINATES (ANGSTROEM)
H -1.45 2.98 -1.05  0.202
O 1.48 -2.27 4.09  -0.608
C -3.15 2.10 -0.06  0.244
H -0.55 1.27 -0.57  0.179
H 3.36 -1.27 -1.59  0.254
H -2.58 5.07 -1.60  0.236
H -1.95 -2.05 1.50  0.241
C -1.20 0.61 -0.03  0.209
C -1.96 -1.08 1.04  -0.054
N -0.85 -0.57 0.42  -0.563
H -6.15 3.64 0.28  0.245
C 3.85 2.11 -0.14  -0.251
N 0.50 -3.26 0.90  -0.543
H 4.89 2.61 -1.87  0.453
C 3.09 0.86 0.36  -0.264
C -0.04 -4.13 0.07  0.094
C -5.06 5.72 -1.03  0.251
C 4.36 0.60 -2.01  -0.256
C 3.08 -0.23 -1.80  -0.256
C -3.11 4.29 -1.06  -0.124
C -2.97 -0.18 0.95  -0.055
H 4.81 2.20 0.38  0.246
O 1.78 -1.44 2.04  -0.866
N 4.10 2.01 -1.61  -0.495
C -0.61 -5.50 1.94  -0.157
N 2.28 0.28 -0.69  -0.659
H 3.77 0.09 0.72  0.242
C 1.34 -2.29 2.89  0.752
H 3.27 3.02 0.05  0.232
H 2.47 -0.26 -2.70  0.243
N -2.49 0.91 0.27  -0.352
O 0.80 -2.59 -1.49  -0.861
H 5.18 0.23 -1.39  0.236
C 0.56 -3.44 2.21  0.097
C -5.12 3.49 -0.01  -0.128
H 4.68 0.57 -3.06  0.252
C -4.48 2.31 0.31  -0.231
H 2.46 1.12 1.21  0.267
H 1.61 0.97 -1.03  0.365
H 3.28 2.34 -2.13  0.430
C 0.00 -4.57 2.78  -0.207
H -3.97 -0.25 1.32  0.238
C -2.47 3.11 -0.75  -0.256
H 0.04 -4.71 3.85  0.250
O -0.30 -4.35 -2.31  -0.606
H -1.07 -6.00 -0.12  0.250
C 0.14 -3.68 -1.40  0.752
Co 1.00 -1.44 0.17  1.497
C -4.44 4.49 -0.70  -0.169
N -5.53 6.72 -1.32  -0.251
C -0.62 -5.29 0.56  -0.204
H -1.06 -6.39 2.36  0.231
H -5.02 1.55 0.84  0.228

Record 3
This record from OMol25 describes a single C21H21F3N4O2 molecule. The level of theory is wB97M-V/def2-TZVPD.

Properties
HOMO-LUMO gap ... 9.9655 eV
HOMO ... -9.42 eV
Energy relative to the best compared isomer or geometry (same formula, charge and spin) ... 0.217 eV
E_LUMO ... 0.542 eV
Energy ... -1481.99361 Eh
SMILES string ... CCc1ccc(CNC(=O)CCc2nnc(Cc3cccc(C(F)(F)F)c3)o2)nc1
Spin multiplicity ... 1

Last column: natural (NBO) charge in e.
CARTESIAN COORDINATES (ANGSTROEM)
H 4.32 2.00 -1.16  0.247
H 1.47 3.28 3.66  0.209
H 3.48 3.05 -2.32  0.240
H 1.64 -1.90 -0.61  0.242
H -2.66 -1.52 1.18  0.211
H -1.58 -0.17 -1.39  0.249
H 1.28 -0.10 3.48  0.222
C -2.91 -0.49 1.45  -0.422
O 4.25 2.56 1.64  -0.640
C 3.46 3.78 -0.27  -0.472
H 0.32 -1.40 0.46  0.256
C -1.66 0.25 1.84  -0.052
C -0.31 -1.88 -1.51  0.079
C 0.47 0.36 2.93  -0.250
C 2.23 1.81 -1.14  0.471
C -2.41 -1.68 -2.67  -0.187
C 1.04 0.10 -0.81  0.476
C 0.54 1.70 2.56  0.193
C -0.86 -5.02 -3.51  0.984
H -4.81 -1.03 2.33  0.211
H -3.48 -0.98 3.48  0.204
H 4.40 4.31 -0.34  0.238
C -0.65 -0.36 2.57  -0.188
H -3.37 -0.01 0.59  0.212
C -1.09 -3.65 -2.94  -0.157
C 0.71 -1.33 -0.55  -0.508
N 0.24 1.10 -0.90  -0.318
F -0.90 -5.98 -2.56  -0.328
C -2.24 -2.93 -3.24  -0.190
H 0.76 -3.71 -1.86  0.222
H -3.30 -1.11 -2.91  0.218
F 0.36 -5.13 -4.08  -0.326
O 2.33 0.47 -0.95  -0.404
C -1.49 1.59 1.52  0.068
H 2.63 4.46 -0.47  0.220
C 1.73 2.57 2.87  -0.260
N 1.00 2.20 -1.12  -0.306
F -1.75 -5.37 -4.44  -0.322
H -4.18 0.52 2.88  0.208
H -0.74 -1.40 2.85  0.216
N 2.12 3.30 1.68  -0.608
C 3.33 3.15 1.11  0.672
C -1.46 -1.16 -1.82  -0.231
H 1.34 3.66 1.14  0.425
H 2.59 1.98 3.19  0.239
N -0.43 2.29 1.88  -0.441
H -2.97 -3.35 -3.91  0.232
C -3.91 -0.49 2.61  -0.592
C -0.13 -3.13 -2.08  -0.201
H -2.23 2.14 0.96  0.195
C 3.45 2.64 -1.31  -0.454

Record 4
This record from OMol25 describes a molecular structure, C21H21F6N10O4RuS3. The level of theory is wB97M-V/def2-TZVPD.

Properties
Total charge ... +2
<S²> ... 0.772
HOMO-LUMO gap (alpha / beta) ... 6.2607 / 2.7154 eV
HOMO (alpha / beta) ... -12.75 / -12.75 eV
Energy relative to the best compared isomer or geometry (same formula, charge and spin) ... 1.596 eV
E_LUMO (alpha / beta) ... -6.489 / -10.034 eV
Energy ... -3549.43974 Eh
Spin multiplicity ... 2

Last column: natural (NBO) charge in e.
CARTESIAN COORDINATES (ANGSTROEM)
N 2.49 0.75 -1.93  -0.361
H 0.04 1.31 4.97  0.434
C 0.45 0.04 -2.15  -0.053
N -0.92 1.26 4.67  -0.739
H -0.47 -0.41 -2.48  0.250
F -2.90 -4.16 2.96  -0.280
C -3.02 3.10 -2.80  -0.210
C 5.97 -2.62 0.53  -0.057
S -2.36 -2.02 -0.94  2.271
O -2.18 -0.56 -0.93  -0.960
F 0.26 -2.11 -0.50  -0.322
N -2.67 1.43 1.63  -0.194
H -5.59 2.90 -0.64  0.241
H 1.46 2.89 0.42  0.266
C -1.21 1.41 3.38  0.350
O -1.23 -1.05 1.73  -0.969
H 2.02 -0.55 -3.60  0.235
H -2.75 3.42 -3.80  0.247
H -4.73 2.64 2.88  0.250
C 4.98 -3.55 -1.54  -0.227
F -0.70 -4.03 -0.75  -0.288
C -4.59 2.81 -1.04  -0.184
O -3.57 -1.28 2.46  -0.932
C 4.87 -1.21 -1.09  0.241
C 1.67 -0.04 -2.72  -0.096
H 4.05 -2.17 -2.90  0.250
C -4.31 3.23 -2.33  -0.137
H 2.88 1.90 0.80  0.254
C 5.56 -1.39 0.12  0.006
N 4.66 0.09 -1.15  -0.158
H 2.91 3.02 -0.56  0.240
C -1.91 -3.29 2.84  0.749
N -2.31 2.14 -0.74  -0.349
N 0.50 0.85 -1.03  -0.474
H 6.51 -2.76 1.46  0.274
S -0.01 1.80 2.22  -0.039
H -1.04 2.42 -2.33  0.217
C 4.56 -2.30 -1.96  -0.086
H -1.62 1.12 5.37  0.419
C -3.76 1.90 1.15  0.309
H -5.45 1.17 2.20  0.268
C -2.05 2.55 -1.98  0.068
Ru -1.18 0.88 0.39  0.653
H 4.22 1.93 -1.98  0.263
C 1.74 1.29 -0.93  0.426
C -0.68 -2.78 -1.18  0.726
F -0.36 -2.77 -2.47  -0.309
H 5.98 -4.72 -0.04  0.258
N -2.80 -2.58 0.45  -1.197
C 3.91 0.90 -2.12  -0.052
N 5.70 -0.14 0.73  -0.077
H 4.16 0.58 -3.13  0.246
H -5.09 3.66 -2.95  0.248
N -2.48 1.29 2.99  -0.433
H -3.22 0.87 3.55  0.437
H 4.78 -4.41 -2.16  0.268
F -0.85 -3.88 2.30  -0.300
S -2.44 -1.87 1.80  2.246
O -3.13 -2.52 -2.02  -0.855
N 5.18 0.72 -0.01  0.038
H -5.72 2.74 1.43  0.251
C -4.99 2.14 1.95  -0.692
C -3.58 2.27 -0.26  0.131
F -1.59 -2.81 4.04  -0.304
C 2.28 2.32 0.00  -0.679
C 5.66 -3.72 -0.34  -0.015

Record 5
This record from OMol25 describes a molecular structure, C21H21IN2O2S6Tl. The level of theory is wB97M-V/def2-TZVPD.

Properties
Total charge ... -1
HOMO-LUMO gap ... 7.0228 eV
HOMO ... -5.06 eV
Energy relative to the best compared isomer or geometry (same formula, charge and spin) ... 0.227 eV
E_LUMO ... 1.966 eV
Energy ... -3932.26514 Eh
Spin multiplicity ... 1

Last column: natural (NBO) charge in e.
CARTESIAN COORDINATES (ANGSTROEM)
C 5.89 1.22 -0.32  -0.109
H -2.97 1.78 -0.21  0.270
S -2.88 2.17 2.14  0.155
C -5.26 -3.31 -4.32  -0.144
H -0.43 3.01 1.78  0.241
H -2.87 0.03 1.10  0.283
C 0.33 2.98 1.00  -0.552
C 3.71 1.00 -1.48  -0.120
S 0.07 0.18 0.72  0.205
S -0.50 3.36 -0.57  0.195
C 1.06 1.65 1.01  -0.558
C -3.90 -3.05 -4.18  -0.263
C 5.43 -2.41 3.35  -0.233
C 6.47 -0.97 1.72  -0.235
H -2.11 4.59 0.72  0.215
C -3.09 2.67 0.41  -0.556
H 1.79 1.62 0.20  0.265
H 3.29 -2.51 3.26  0.209
H 5.52 -3.10 4.19  0.205
C -3.94 -0.64 -1.21  0.775
C -6.19 -2.72 -3.48  -0.264
H 3.10 -0.96 1.37  0.245
N 5.05 0.26 0.13  -0.250
C 4.19 -2.08 2.84  -0.226
C -2.18 3.80 -0.04  -0.536
H -0.90 -0.96 2.53  0.222
C 6.56 -1.86 2.79  -0.197
C -3.48 -2.20 -3.17  -0.164
H -3.02 -0.06 2.85  0.218
H -6.45 -1.39 -1.80  0.241
H 7.36 -0.55 1.29  0.251
C -4.40 -1.59 -2.32  -0.145
I -5.91 -4.60 -5.83  0.105
C -5.75 -1.87 -2.48  -0.160
S 7.40 1.71 0.21  -0.253
H 1.05 3.77 1.20  0.221
H 7.54 -2.11 3.17  0.205
H -2.60 4.27 -0.93  0.226
H -4.13 3.00 0.29  0.223
C -2.47 0.41 2.03  -0.547
C 5.22 -0.64 1.22  0.134
Tl -0.70 0.62 -2.30  0.750
H -7.24 -2.93 -3.60  0.217
O -4.80 -0.18 -0.46  -0.707
C -0.99 0.07 2.20  -0.539
H 1.61 1.55 1.95  0.221
O -2.70 -0.38 -1.17  -0.872
S 5.12 2.01 -1.67  0.417
C 4.07 -1.20 1.78  -0.175
N 3.83 0.14 -0.52  -0.349
S 2.34 1.20 -2.48  -0.421
H -0.53 0.70 2.97  0.218
H -3.18 -3.52 -4.84  0.219
H -2.43 -2.00 -3.04  0.225

Record 6
This record from OMol25 describes a single C21H21N5O2 molecule. The level of theory is wB97M-V/def2-TZVPD.

Properties
HOMO-LUMO gap ... 8.4838 eV
HOMO ... -8.05 eV
Energy relative to the best compared isomer or geometry (same formula, charge and spin) ... 1.547 eV
E_LUMO ... 0.436 eV
Energy ... -1237.06117 Eh
SMILES string ... CCc1cc(-c2noc(-c3cc(-c4ccccc4)n(CC)n3)n2)c(C)[nH]c1=O
Spin multiplicity ... 1

Last column: natural (NBO) charge in e.
CARTESIAN COORDINATES (ANGSTROEM)
H -3.52 -5.59 -0.95  0.208
C 1.03 -5.30 0.48  -0.108
H 2.78 3.29 -1.59  0.216
H -2.12 4.76 -2.26  0.215
C -1.65 -4.79 -0.31  0.293
C -3.08 -4.60 -0.67  -0.659
H 1.62 -6.92 2.52  0.215
C -0.17 5.82 0.34  -0.198
H 1.67 -5.21 3.08  0.202
H 3.19 2.76 0.87  0.228
N -2.35 -1.74 -0.20  -0.165
H 4.14 4.04 0.12  0.217
C 0.59 -4.00 0.38  -0.115
C 3.16 3.78 0.46  -0.611
H 3.13 -6.18 3.06  0.208
H 2.90 -6.33 0.46  0.233
H -0.21 7.88 1.09  0.220
C 2.19 -6.00 2.51  -0.599
C -0.30 1.25 -0.47  0.046
H -2.24 2.50 -0.48  0.243
C -0.70 4.91 -0.59  -0.093
C -1.18 -2.25 -0.15  0.320
C -1.67 5.40 -1.51  -0.135
H -3.64 -4.22 0.19  0.248
C 0.13 -6.37 0.00  0.609
H -1.86 8.60 -0.41  0.214
C -0.29 3.51 -0.55  0.131
C -1.13 2.44 -0.53  -0.287
C -0.81 -3.69 -0.02  -0.192
H -1.75 -6.85 -0.53  0.425
N -0.18 -1.26 -0.21  -0.490
N -1.11 -6.06 -0.41  -0.552
H -3.24 -3.89 -1.46  0.253
C -1.57 7.56 -0.52  -0.205
H 3.01 -4.61 1.10  0.211
O -2.17 -0.35 -0.26  -0.292
O 0.52 -7.53 -0.19  -0.640
N 0.99 1.64 -0.48  -0.209
C -0.84 -0.13 -0.36  0.520
N 1.01 3.02 -0.53  -0.160
H 2.02 4.77 -1.11  0.220
C -0.60 7.15 0.39  -0.208
H -2.79 7.08 -2.16  0.215
C 2.25 3.75 -0.77  -0.213
C 2.39 -5.55 1.05  -0.419
H 1.23 -3.14 0.66  0.240
H 0.56 5.49 1.10  0.215
H 2.75 4.42 1.22  0.205
C -2.10 6.71 -1.44  -0.221

In Eh/bohr, the maximum force values for the records above are, in order, 0.0206, 0.0330, 0.0279, 0.0183, 0.0090, 0.0678.